The molecule C8H12N4S in a non-equilibrium geometry, computed with ωB97M-V/def2-TZVPD.

Positions of all 25 atoms, in Å:
C (-4.798, -0.575, 0.543)
C (-4.200, 0.418, -0.422)
C (-2.651, 0.444, -0.186)
N (-1.811, 1.379, 0.094)
N (-0.454, 0.949, 0.199)
C (-0.309, -0.346, -0.154)
N (0.904, -1.067, -0.260)
C (2.141, -0.464, -0.013)
N (3.081, -1.344, 0.099)
C (4.323, -0.636, 0.125)
C (3.925, 0.888, -0.099)
C (2.399, 0.931, -0.069)
S (-1.845, -1.106, -0.248)
H (-5.839, -0.344, 0.761)
H (-4.151, -0.724, 1.582)
H (-4.897, -1.634, 0.147)
H (-4.673, 1.379, -0.405)
H (-4.521, -0.062, -1.395)
H (0.894, -2.017, -0.322)
H (4.742, -1.031, 1.149)
H (5.112, -0.877, -0.626)
H (4.544, 1.550, 0.500)
H (4.169, 1.260, -1.083)
H (1.842, 1.537, -0.740)
H (2.072, 1.490, 0.825)

As for the frontier orbital gap: 9.14 eV. Its HOMO energy is -0.3132 Eh. Its charge is 0. As for the energy relative to the best compared isomer or geometry (same formula, charge and spin): 40.2 kcal/mol.